DFT (the ωB97M-V functional and the def2-TZVPD basis) results for 15 unconnected molecules or ions with the total composition H29O15.

```
44
Properties=species:S:1:pos:R:3:forces:R:3
O 2.316 -3.048 0.330 0.314 0.231 -0.521
H 2.046 -3.252 1.225 -0.108 0.162 0.167
H 3.231 2.507 -1.240 -0.615 1.102 0.367
O -2.319 1.600 -2.104 0.610 -1.945 1.378
H -2.100 0.614 -2.103 -0.394 0.798 -1.509
H -2.035 1.506 -1.174 -0.068 1.368 0.536
O 3.528 3.325 -0.750 1.010 -1.743 -0.683
H 4.388 2.942 -0.507 -0.047 0.848 0.395
H -1.846 -1.991 3.834 0.575 -0.346 0.041
O -1.517 -0.841 -2.888 -0.720 -0.141 -0.212
H -0.611 -0.766 -3.253 -0.192 -0.141 -0.187
H -2.145 -0.479 -3.545 0.780 -0.458 0.111
O 0.640 -1.295 2.346 -0.087 -0.658 -0.353
H 1.321 -1.775 2.817 0.223 -0.065 0.150
H 1.110 -0.738 1.624 0.247 0.292 0.082
O 0.623 0.842 3.997 -0.345 0.253 -0.654
H -0.298 1.086 3.833 0.028 0.128 0.438
H 0.799 0.426 3.126 0.192 -0.132 0.657
O -2.028 -1.697 1.835 -0.926 0.161 0.054
H -1.350 -2.074 1.271 0.184 0.135 0.016
H -2.484 -1.017 1.322 0.261 -0.161 -0.044
O 1.192 -0.379 -3.281 0.375 -0.967 0.447
H 1.713 -1.057 -2.821 -0.196 0.288 -0.045
H 2.434 -2.083 0.284 -0.249 -0.299 0.257
O -0.368 1.188 -4.475 0.152 1.274 -0.070
H 0.170 1.996 -4.440 -0.049 -0.285 -0.614
H -0.577 1.165 -3.538 -0.681 -0.069 0.239
O -2.735 4.479 -1.697 -0.041 -0.378 -0.089
H -2.428 3.550 -1.699 -0.168 0.553 -0.128
O 1.444 1.820 -1.318 -0.570 -1.622 -0.573
H 1.350 1.085 -0.584 0.832 1.578 -0.092
H 1.479 2.675 -0.901 -0.255 0.153 0.510
O -0.537 -4.930 2.105 0.211 -0.176 -0.384
H -0.295 -4.184 1.539 -0.081 -0.108 0.288
H -0.581 -4.587 3.000 -0.130 0.416 0.147
O 1.627 0.418 0.814 -0.203 -0.792 -0.048
H 2.285 0.776 1.408 0.276 0.314 -0.112
H 0.916 0.236 -2.585 0.554 0.291 0.071
O -1.260 -2.432 4.481 -0.274 0.111 0.060
H -0.485 -1.858 4.518 -0.148 0.083 -0.164
H -2.201 4.963 -1.065 0.156 -0.148 0.075
O -0.975 0.737 0.311 0.252 0.283 0.633
H -0.348 1.430 0.593 -0.339 -0.019 -0.367
H -0.457 0.010 0.694 -0.344 -0.170 -0.271
```
Positions in Å, forces in eV/Å.

Calculated values
Net charge: -1
Spin multiplicity: 1
ΔE to the lowest compared entry with this formula, charge and spin, kcal per mole: 17.9
Total energy, Eh: -1146.044010
HOMO, eV: -7.00
E_LUMO, Ha: 0.09437

These are the Mulliken partial charges, in e, on atoms 1 to 6: O -0.6397; H 0.2957; H 0.3710; O -0.7317; H 0.2963; H 0.4576

DFT (the ωB97M-V functional and the def2-TZVPD basis) results for 2 unconnected molecules or ions with the total composition C4H13N2.

```
19
Properties=species:S:1:pos:R:3:forces:R:3
C -0.174 -0.029 0.951 0.067 0.735 0.063
C 0.700 1.172 0.525 0.666 -0.282 -0.417
C 2.217 0.883 0.259 -1.592 -0.154 1.184
C 2.508 -0.184 -0.787 0.659 0.457 -0.152
N 2.246 -1.494 -0.216 0.419 0.352 -0.488
N -0.507 -0.822 -0.232 2.387 -1.005 -0.217
H 0.341 -0.629 1.717 -0.002 0.162 -0.014
H -1.078 0.387 1.427 0.119 -0.283 -0.288
H 0.648 2.003 1.248 -0.077 -0.351 -0.182
H 0.310 1.513 -0.444 -0.241 0.161 0.319
H 2.654 1.863 0.107 0.471 -0.083 -0.554
H 2.635 0.490 1.188 0.191 0.144 0.148
H 3.558 -0.058 -1.108 -0.205 -0.281 0.017
H -10.262 0.108 -1.093 0.041 -0.025 0.023
H 1.908 -0.031 -1.705 -0.067 -0.187 0.311
H 0.401 -1.454 -0.369 -2.965 1.155 0.249
H -9.688 -0.236 -0.770 -0.041 0.025 -0.023
H -1.358 -1.349 -0.098 0.238 -0.390 0.055
H 2.943 -2.133 -0.600 -0.068 -0.152 -0.032
```
Positions in Å, forces in eV/Å.

Calculated values
Spin multiplicity: 2
Expectation value of S²: 0.754
ΔE to the lowest compared entry with this formula, charge and spin, kcal per mole: 33.4
Total energy, Eh: -269.586874
HOMO (alpha / beta), eV: -8.71 / -8.72
E_LUMO (alpha / beta), Ha: 0.04157 / -0.02778

These are the Mulliken partial charges, in e, on atoms 1 to 6: C -0.4491; C -0.7197; C -0.6307; C -0.4599; N -0.5504; N -0.6393

DFT (the ωB97M-V functional and the def2-TZVPD basis) results for a molecular structure, C31H32BrFN6O3Pt.

```
75
Properties=species:S:1:pos:R:3:forces:R:3
Pt -0.085 -3.087 -0.693 -1.223 0.719 -1.793
Br 5.572 -3.028 -5.249 -0.252 -0.003 0.351
C 4.448 -3.046 -3.719 -0.088 0.033 -0.259
C 3.065 -3.051 -3.873 0.587 0.023 -0.143
C 2.259 -3.066 -2.757 -0.341 0.009 0.465
C 2.802 -3.073 -1.459 1.391 -0.007 -1.865
C 4.204 -3.061 -1.335 -0.566 -0.009 0.155
C 5.012 -3.046 -2.449 0.103 0.013 -0.176
N 1.934 -3.090 -0.397 -0.356 0.049 3.926
C 2.326 -3.047 0.883 0.526 -0.116 -4.099
C 1.402 -3.047 1.932 -2.864 -0.003 3.125
C 1.768 -3.041 3.307 0.576 -0.020 -1.710
C 0.793 -3.042 4.265 -1.275 0.013 0.342
C -0.562 -3.045 3.890 0.883 -0.030 0.409
C -0.863 -3.052 2.543 0.252 -0.015 0.121
N 0.078 -3.052 1.622 1.115 0.163 0.914
H 2.633 -3.037 -4.861 -0.056 -0.024 -0.061
H 1.172 -3.066 -2.874 0.334 -0.018 0.080
H 4.674 -3.066 -0.366 0.118 -0.008 0.087
H 6.084 -3.031 -2.335 0.089 -0.027 -0.005
H 3.378 -3.016 1.124 0.119 0.023 -0.013
H 2.814 -3.042 3.566 0.164 -0.004 0.151
H 1.053 -3.042 5.313 0.073 -0.003 0.061
H -1.350 -3.049 4.624 -0.048 0.005 0.155
H -1.887 -3.061 2.191 -0.068 -0.013 -0.072
C -4.614 2.922 1.084 0.082 -0.014 -0.199
C -4.150 2.587 -0.330 -0.516 0.442 0.350
N -3.024 1.662 -0.340 -0.053 -0.378 -0.086
C -3.292 0.352 -0.443 0.229 -0.194 -0.042
C -2.355 -0.645 -0.548 0.228 -0.500 -0.036
C -2.923 -2.060 -0.714 -0.019 0.446 0.116
O -4.126 -2.186 -0.627 -0.333 0.125 0.038
O -2.128 -3.032 -0.958 1.074 -0.563 0.005
C -0.980 -0.300 -0.557 -0.258 -0.088 -0.090
O 0.009 -1.085 -0.717 -0.207 0.621 0.124
C -0.693 1.109 -0.372 0.049 0.341 0.035
C 0.637 1.534 -0.324 -0.156 0.296 0.024
C 0.956 2.856 -0.191 -0.042 -0.478 -0.085
F 2.275 3.145 -0.202 -0.014 0.099 0.001
C -0.028 3.858 -0.063 -0.382 -0.577 0.022
C -1.352 3.420 -0.081 0.073 0.141 -0.087
C -1.714 2.078 -0.259 0.772 -0.182 -0.108
N 0.269 5.213 0.136 0.115 0.380 0.300
C -0.479 6.239 -0.571 0.012 0.015 -0.189
C -0.585 7.497 0.315 -0.671 -0.168 -0.563
N 0.552 7.519 1.272 0.018 0.229 0.502
C 1.791 7.086 0.586 0.606 -0.300 -0.342
C 1.672 5.595 0.260 0.224 -0.124 0.028
H -5.453 3.613 1.042 -0.049 0.063 0.005
H -3.818 3.374 1.671 0.074 0.047 0.084
H -4.948 2.022 1.592 -0.015 -0.084 0.081
H -3.877 3.489 -0.880 -0.003 -0.128 -0.065
H -4.973 2.112 -0.867 0.183 0.049 -0.082
H -4.334 0.051 -0.459 0.016 0.044 -0.059
H 1.432 0.812 -0.420 0.058 -0.076 -0.034
H -2.130 4.151 0.058 -0.107 0.099 0.055
H -1.479 5.897 -0.822 0.083 0.044 0.011
H 0.026 6.485 -1.515 -0.093 0.025 0.029
H -1.518 7.518 0.881 0.158 -0.002 0.057
H -0.536 8.391 -0.308 0.060 0.019 0.184
H 0.360 6.861 2.037 -0.008 0.166 -0.112
H 0.664 8.454 1.676 -0.062 -0.177 -0.003
H 2.659 7.260 1.222 -0.155 0.099 0.009
H 1.902 7.685 -0.318 -0.111 0.095 0.129
H 2.117 5.006 1.064 0.019 0.123 -0.135
H 2.232 5.403 -0.664 0.033 0.083 0.169
C -1.545 -8.143 -0.321 0.012 0.004 -0.008
C -0.132 -7.587 -0.549 -0.083 -1.335 0.071
C -0.123 -6.170 -0.661 0.102 2.286 -0.176
N -0.114 -5.021 -0.735 -0.105 -1.899 -0.071
H -1.497 -9.228 -0.318 -0.014 -0.048 0.019
H -2.220 -7.828 -1.111 -0.049 0.017 -0.073
H -1.945 -7.809 0.631 -0.044 0.035 0.081
H 0.290 -8.016 -1.465 0.057 0.122 0.131
H 0.518 -7.861 0.288 0.020 0.010 -0.160
```
Positions in Å, forces in eV/Å.

Calculated values
Net charge: +2
Spin multiplicity: 1
Total energy, Eh: -4547.462716
HOMO, eV: -11.57
E_LUMO, Ha: -0.20440

These are the Mulliken partial charges, in e, on atoms 1 to 6: Pt 1.4040; Br -0.1443; C 0.0510; C -0.9877; C -0.2451; C 1.0830

DFT (the ωB97M-V functional and the def2-TZVPD basis) results for 2 unconnected molecules or ions with the total composition C6H12O.

```
19
Properties=species:S:1:pos:R:3:forces:R:3
C -1.674 0.782 -0.391 -0.181 0.046 0.049
C -0.750 -0.229 0.220 0.518 0.183 -0.467
C -0.259 -1.332 -0.377 -0.125 0.225 -0.077
O 1.079 -1.496 -0.220 0.179 -0.255 0.397
C 1.544 -0.270 0.422 0.332 0.093 0.240
C 2.011 0.768 -0.590 0.051 -0.049 -0.077
C 0.324 0.210 1.190 0.224 0.166 0.006
H -2.493 0.341 -0.963 0.075 0.055 0.104
H -1.052 1.348 -1.101 -0.299 0.058 0.138
H -2.070 1.500 0.332 -0.080 -0.164 0.011
H -2.387 -1.336 0.425 -0.961 -0.739 -0.591
H -0.754 -2.151 -0.896 0.141 0.490 -0.266
H -2.815 -1.630 -0.143 -0.177 0.010 0.663
H 2.366 -0.601 1.052 0.082 0.132 0.081
H 2.775 0.365 -1.258 -0.037 -0.001 0.063
H 2.435 1.620 -0.044 -0.013 -0.165 -0.104
H 1.184 1.150 -1.202 0.115 -0.186 0.132
H 0.304 1.282 1.394 0.226 -0.039 -0.099
H 0.231 -0.322 2.150 -0.072 0.138 -0.201
```
Positions in Å, forces in eV/Å.

Calculated values
SMILES string: CC1=CO[C@@H](C)C1.[H][H]
Spin multiplicity: 1
ΔE to the lowest compared entry with this formula, charge and spin, kcal per mole: 67.1
Total energy, Eh: -310.952275
HOMO, eV: -7.82
E_LUMO, Ha: 0.03840

These are the Mulliken partial charges, in e, on atoms 1 to 6: C -1.1421; C 0.3660; C -0.2428; O -0.4259; C 0.2780; C -1.2363

- Look up the spin multiplicity of the fourth one.
  1